Record 1
A cluster of 2 separate species, C3H6ClN in total, computed with ωB97M-V with the def2-TZVPD basis set.

The gap between HOMO and LUMO (spin up / spin down) is 8.54 / 8.23 eV. The calculation puts the energy relative to the best compared isomer or geometry (same formula, charge and spin) at 92.2 kcal per mole. Its maximum force is 0.0517 Eh/bohr.

Each line ends with the natural charge from an NBO analysis.
Cartesian coordinates (Å):
C 0.66 -0.57 -0.33  0.30
C 1.21 2.07 -0.23  -0.54
C -1.53 -1.35 0.43  -0.43
N -0.46 -0.47 0.11  -0.46
Cl 1.94 -1.65 -0.80  -0.02
H 0.40 2.27 -0.87  0.16
H 0.92 2.15 0.82  0.18
H 2.25 2.22 -0.64  0.18
H -1.17 -2.33 0.59  0.19
H -2.16 -1.27 -0.40  0.22
H -2.04 -1.08 1.32  0.21


Record 2
A structure of composition C14H28N2O4S, computed with ωB97M-V with the def2-TZVPD basis set.

The gap between HOMO and LUMO is 9.33 eV. The calculation puts the energy relative to the best compared isomer or geometry (same formula, charge and spin) at 408.8 kcal per mole. Its maximum force is 0.2748 Eh/bohr.

Each line ends with the natural charge from an NBO analysis.
Cartesian coordinates (Å):
C 0.74 -3.38 4.42  -0.63
H 0.14 -3.39 5.47  0.19
H 1.25 -4.44 4.45  0.25
H -0.13 -3.42 3.63  0.22
C 1.35 -2.09 4.21  -0.41
C 0.78 -0.79 4.10  -0.54
H 0.12 -0.65 4.87  0.21
H 1.30 -0.08 4.12  0.20
S -0.19 -0.81 2.48  2.27
O -1.30 -1.59 2.60  -0.93
O 0.94 -1.10 1.41  -0.94
N -0.63 0.75 2.48  -0.75
C -0.23 1.77 1.56  -0.21
H 1.07 1.34 1.44  0.20
C -0.94 1.34 0.20  -0.28
C -0.07 2.22 -0.97  0.69
O -0.64 3.31 -1.34  -0.68
N 1.03 1.63 -1.35  -0.60
H 1.24 0.54 -0.82  0.43
C 1.88 2.03 -2.47  -0.16
C 1.70 0.99 -3.65  -0.45
C 0.56 0.78 -4.27  -0.06
O 0.45 -0.14 -5.32  -0.51
C 0.82 -1.39 -5.14  -0.02
C -0.52 -2.41 -4.28  -0.66
H -0.20 -3.27 -4.21  0.18
H -1.46 -1.78 -4.52  0.24
H -0.25 -2.03 -3.17  0.18
H 0.71 -1.75 -6.16  0.19
H 1.69 -1.50 -4.64  0.15
H -0.03 1.61 -4.53  0.22
H -0.41 0.37 -3.43  0.10
H 2.22 0.03 -3.19  0.20
H 2.36 1.48 -4.40  0.22
H 2.75 2.31 -2.15  0.20
H 1.39 2.78 -2.76  0.20
C -2.44 1.67 0.44  -0.45
C -2.60 1.01 1.64  -0.39
C -1.96 1.07 2.84  -0.21
H -2.16 0.34 3.51  0.23
H -1.97 2.23 3.36  0.19
H -2.59 -0.08 1.23  0.22
H -3.85 1.30 1.74  0.20
H -2.88 1.70 -0.49  0.26
H -2.38 2.75 0.54  0.21
H -0.80 0.32 0.20  0.19
H -0.16 2.81 1.90  0.24
H 2.25 -2.02 5.16  0.18
H 2.06 -2.40 3.24  0.24


Record 3
The ion C7H14BrN2O2 with charge +1, computed with ωB97M-V with the def2-TZVPD basis set.

The gap between HOMO and LUMO is 6.83 eV. The calculation puts the energy relative to the best compared isomer or geometry (same formula, charge and spin) at 64.3 kcal per mole. As for the total charge: +1. Its maximum force is 0.0851 Eh/bohr.

Each line ends with the natural charge from an NBO analysis.
Cartesian coordinates (Å):
C -1.20 -0.41 -0.40  -0.09
C -0.30 0.71 0.09  0.38
C -0.79 -1.85 -0.02  -0.67
C -1.32 -0.29 -1.94  -0.62
C 2.08 1.15 -0.36  -0.58
C 1.25 1.46 1.96  -0.56
C 1.08 0.58 0.67  -0.37
N -2.65 -0.23 0.20  0.27
N -3.14 -1.27 0.57  0.08
O -3.24 0.82 0.13  -0.52
O -4.43 -1.24 0.83  -0.45
Br -1.09 2.33 -0.22  0.46
H 0.09 -2.32 -0.53  0.25
H -1.58 -2.59 -0.42  0.28
H -0.68 -2.02 1.11  0.25
H -0.36 0.06 -2.26  0.23
H -2.03 0.57 -2.26  0.25
H -1.79 -1.11 -2.51  0.27
H 1.92 0.96 -1.39  0.22
H 3.16 0.67 -0.23  0.27
H 2.03 2.20 -0.27  0.22
H 0.35 1.45 2.49  0.22
H 1.46 2.40 1.68  0.21
H 2.06 1.09 2.62  0.25
H 1.22 -0.40 0.93  0.25
H -4.74 -0.49 0.32  0.48


Record 4
A structure of composition C7H12BN, computed with ωB97M-V with the def2-TZVPD basis set.

The gap between HOMO and LUMO is 9.09 eV. The calculation puts the energy relative to the best compared isomer or geometry (same formula, charge and spin) at 120.1 kcal per mole. Its maximum force is 0.1320 Eh/bohr.

Each line ends with the natural charge from an NBO analysis.
Cartesian coordinates (Å):
B -0.13 -0.09 1.23  0.21
C 1.80 -2.57 -0.71  -0.41
C -0.99 2.29 1.05  -0.01
C 0.93 -1.87 -1.41  -0.18
C 0.38 -0.40 -0.22  -0.02
C 0.08 0.79 -0.74  0.03
C -1.34 -0.90 1.92  -0.90
C 0.40 1.57 -1.95  -0.66
N -0.45 1.25 0.55  -0.34
H 0.91 0.12 2.02  -0.05
H 2.46 -3.35 -1.06  0.20
H 1.94 -2.18 0.24  0.20
H -1.45 2.20 1.97  0.20
H -1.42 3.13 0.36  0.18
H 0.61 -2.01 -2.44  0.20
H -1.88 -0.55 2.82  0.22
H -1.15 -1.99 2.01  0.23
H -2.21 -0.89 1.22  0.20
H -0.43 2.04 -2.37  0.22
H 1.00 2.43 -1.78  0.23
H 0.95 1.00 -2.70  0.24


Record 5
A structure of composition C14H13CoN4O2S5, computed with ωB97M-V with the def2-TZVPD basis set.

The gap between HOMO and LUMO (spin up / spin down) is 7.75 / 5.54 eV. The multiplicity is 5. Its maximum force is 0.0129 Eh/bohr.

Each line ends with the Mulliken spin population.
Cartesian coordinates (Å):
Co -0.13 0.04 -0.16  2.72
O -4.53 -4.85 -2.09  0.04
C -3.67 -4.04 -1.85  0.01
S -2.29 -4.35 -0.78  0.00
C -1.57 -2.75 -0.88  0.08
C -2.22 -1.84 -1.71  0.20
S -1.70 -0.24 -1.98  0.27
S -3.65 -2.40 -2.54  0.03
S -0.16 -2.45 -0.02  0.44
O 1.47 0.13 0.86  0.08
C 1.68 0.20 2.14  -0.01
C 3.01 0.14 2.62  0.02
C 3.32 0.25 3.95  0.00
C 2.31 0.42 4.89  0.01
C 1.00 0.47 4.47  0.00
C 0.65 0.35 3.12  0.00
C -0.76 0.40 2.73  -0.03
N -1.27 0.26 1.52  0.06
C -2.63 0.38 1.62  0.00
C -2.97 0.58 2.92  0.00
N -1.78 0.59 3.61  0.00
H 3.78 0.01 1.87  0.00
H 4.36 0.21 4.27  0.00
H 2.55 0.51 5.94  0.00
H 0.23 0.61 5.22  0.00
H -3.27 0.31 0.76  0.00
H -3.92 0.72 3.40  0.00
H -1.67 0.73 4.60  0.00
C 0.65 1.85 -4.39  0.00
N 0.12 2.27 -3.11  0.01
C 0.78 2.23 -1.95  0.01
N 2.09 1.96 -1.96  0.01
S -0.01 2.59 -0.49  0.04
H -0.15 1.86 -5.12  0.00
H 1.05 0.83 -4.33  0.00
H 1.44 2.52 -4.72  0.00
H -0.87 2.42 -3.03  0.00
H 2.55 1.60 -2.78  0.00
H 2.53 1.84 -1.07  0.00


Record 6
A cluster of 2 separate species, C19H29N3O4 in total, computed with ωB97M-V with the def2-TZVPD basis set.

The gap between HOMO and LUMO is 9.54 eV. The calculation puts the energy relative to the best compared isomer or geometry (same formula, charge and spin) at 6.3 kcal per mole. Its maximum force is 0.0384 Eh/bohr.

Each line ends with the natural charge from an NBO analysis.
Cartesian coordinates (Å):
N -0.41 0.32 -3.07  -0.81
C -1.21 0.28 -1.96  0.67
O -2.36 0.67 -2.12  -0.68
C -0.72 -0.20 -0.66  -0.19
C -1.61 -0.59 0.35  -0.13
C -1.13 -1.03 1.58  -0.29
C 0.23 -1.10 1.85  0.41
O 0.57 -1.52 3.12  -0.52
C 1.89 -2.02 3.42  -0.05
C 2.39 -1.40 4.73  -0.23
C 1.37 -1.63 5.86  -0.40
C 1.90 -1.11 7.20  -0.39
C 3.24 -1.75 7.55  -0.40
C 4.26 -1.49 6.44  -0.39
C 3.76 -2.00 5.09  -0.40
C 1.13 -0.70 0.85  -0.33
C 0.66 -0.27 -0.39  -0.14
H 0.58 0.13 -2.96  0.38
H -0.73 0.88 -3.86  0.44
H -2.68 -0.54 0.17  0.24
H -1.84 -1.32 2.36  0.23
H 2.62 -1.83 2.63  0.18
H 1.82 -3.11 3.52  0.18
H 2.51 -0.32 4.58  0.20
H 0.43 -1.12 5.63  0.22
H 1.15 -2.70 5.95  0.19
H 1.17 -1.33 7.99  0.21
H 2.01 -0.02 7.15  0.19
H 3.11 -2.82 7.68  0.19
H 3.61 -1.33 8.49  0.21
H 5.21 -1.98 6.69  0.21
H 4.46 -0.41 6.37  0.19
H 4.49 -1.76 4.31  0.21
H 3.68 -3.10 5.14  0.20
H 2.20 -0.69 1.01  0.22
H 1.39 0.05 -1.14  0.21
C -0.44 2.69 -8.11  -0.42
N -1.45 3.01 -7.11  -0.59
C -1.36 2.71 -5.82  0.67
O -0.39 2.11 -5.34  -0.68
C -2.50 3.14 -4.90  -0.30
N -3.31 2.00 -4.49  -0.63
C -4.17 1.38 -5.29  0.68
C -4.86 0.15 -4.73  -0.70
O -4.40 1.75 -6.43  -0.67
H -0.65 3.20 -9.05  0.21
H -0.44 1.61 -8.29  0.21
H 0.55 2.98 -7.75  0.22
H -2.33 3.41 -7.43  0.41
H -2.08 3.63 -4.02  0.23
H -3.13 3.87 -5.42  0.21
H -3.14 1.60 -3.57  0.45
H -5.48 -0.29 -5.51  0.24
H -4.10 -0.56 -4.40  0.23
H -5.47 0.45 -3.88  0.23